The following is a DFT calculation (ωB97M-V with the def2-TZVPD basis set) of 22 unconnected molecules or ions with the total composition C88H176O22.

Gap between HOMO and LUMO, hartree: 0.355
E, eV: -139146.341
Highest occupied orbital energy, eV: -9.1
F_max, eV/Å: 2.783
Multiplicity: 1

CARTESIAN COORDINATES (ANGSTROEM)
1 C 2.4394 1.0100 -4.8451
2 C 1.5391 1.6929 -5.9261
3 C 0.1729 1.4144 -5.3536
4 O 0.2390 0.1990 -4.5862
5 C 1.5867 -0.2420 -4.5227
6 H 2.4535 1.6182 -3.9346
7 H 3.4461 0.7456 -5.1304
8 H 1.6869 1.1893 -6.8960
9 H 1.7137 2.7583 -6.0460
10 H -0.5563 1.2548 -6.1743
11 H -0.1808 2.2894 -4.7630
12 H 1.8239 -0.9956 -5.2625
13 H 1.7376 -0.6462 -3.5228
14 C 0.1100 -3.2340 -3.3071
15 C -0.1577 -4.3592 -4.3281
16 C -1.1981 -5.1582 -3.5528
17 O -0.7148 -5.1755 -2.2174
18 C -0.0292 -3.9530 -1.9474
19 H -0.6846 -2.4826 -3.3769
20 H 1.0917 -2.7934 -3.4345
21 H 0.7211 -4.9954 -4.4225
22 H -0.4513 -3.9583 -5.3074
23 H -1.2574 -6.2211 -3.7880
24 H -2.1770 -4.6439 -3.6652
25 H 0.9188 -4.2887 -1.5407
26 H -0.5391 -3.3180 -1.2001
27 C 5.8589 -2.8146 -6.0489
28 C 5.0091 -4.0854 -5.7467
29 C 3.7291 -3.5296 -5.1223
30 O 4.0724 -2.1632 -4.6780
31 C 4.9418 -1.6542 -5.6804
32 H 6.2266 -2.7350 -7.0737
33 H 6.7380 -2.7806 -5.3819
34 H 5.5482 -4.7566 -5.0889
35 H 4.7814 -4.6277 -6.6722
36 H 3.3365 -4.0506 -4.2486
37 H 2.9013 -3.3945 -5.8180
38 H 5.4952 -0.7735 -5.2769
39 H 4.3120 -1.3551 -6.5452
40 C -1.7445 -0.8537 7.1868
41 C -2.0471 -1.7396 5.9447
42 C -1.8431 -0.8031 4.8020
43 O -0.7873 0.0895 5.2159
44 C -1.2051 0.4597 6.5340
45 H -0.9596 -1.2737 7.8177
46 H -2.6078 -0.6141 7.8132
47 H -3.0594 -2.1383 5.9908
48 H -1.3711 -2.5951 5.8787
49 H -2.8009 -0.2925 4.5922
50 H -1.4303 -1.2532 3.9110
51 H -1.9976 1.1926 6.5418
52 H -0.3239 0.8873 7.0241
53 C -8.2557 1.5387 -0.5652
54 C -6.9813 0.7493 -0.2250
55 C -6.1280 1.8619 0.4318
56 O -6.9845 2.9761 0.6745
57 C -8.3330 2.5943 0.4753
58 H -9.1170 0.8543 -0.5980
59 H -8.1533 1.9807 -1.5638
60 H -6.4210 0.2874 -1.0387
61 H -7.2108 -0.0035 0.5098
62 H -5.3361 2.1763 -0.2825
63 H -5.5948 1.5043 1.3344
64 H -8.9206 3.4630 0.1964
65 H -8.7708 2.1681 1.4002
66 C 3.8001 -1.3833 3.7096
67 C 2.4412 -0.7670 4.0518
68 C 2.6975 0.7277 3.8353
69 O 3.8464 0.8502 2.9742
70 C 4.2265 -0.4394 2.5786
71 H 3.7223 -2.3981 3.2988
72 H 4.4553 -1.2819 4.5662
73 H 2.0786 -0.8847 5.0848
74 H 1.6636 -1.1295 3.3667
75 H 2.9935 1.1389 4.8134
76 H 1.8518 1.2905 3.4045
77 H 5.2852 -0.5038 2.3584
78 H 3.6671 -0.7806 1.6924
79 C -3.3022 -1.7391 -2.9581
80 C -4.8528 -1.5525 -3.0500
81 C -5.0867 -2.0246 -4.5011
82 O -4.0071 -1.4874 -5.2549
83 C -2.8728 -1.2786 -4.3629
84 H -3.0247 -2.7774 -2.7539
85 H -2.9072 -1.1303 -2.1298
86 H -5.0893 -0.4991 -2.9714
87 H -5.3888 -2.1475 -2.3007
88 H -6.0136 -1.6058 -4.8811
89 H -5.1096 -3.1292 -4.6267
90 H -2.6440 -0.1962 -4.3257
91 H -2.0084 -1.7954 -4.8021
92 C 2.1954 3.2201 6.6604
93 C 3.2086 4.0556 5.8579
94 C 2.2872 5.2162 5.5411
95 O 1.0483 4.6461 5.1535
96 C 0.8461 3.4457 5.9540
97 H 2.1813 3.6324 7.6858
98 H 2.4347 2.1486 6.7875
99 H 3.4386 3.6009 4.8900
100 H 4.1437 4.3674 6.3231
101 H 2.5999 5.9011 4.7387
102 H 2.1395 5.7877 6.4556
103 H 0.6639 2.6418 5.2444
104 H -0.0441 3.5573 6.5758
105 C 5.2417 2.0212 -2.7570
106 C 4.6370 2.7629 -1.5431
107 C 5.5350 2.2109 -0.3986
108 O 6.7387 1.6915 -1.0441
109 C 6.7446 1.9317 -2.4221
110 H 4.9567 2.4259 -3.7563
111 H 4.8087 1.0155 -2.6964
112 H 3.5755 2.5849 -1.3645
113 H 4.7831 3.8287 -1.5984
114 H 5.0564 1.3841 0.1918
115 H 5.8363 3.0147 0.2908
116 H 7.2467 1.1212 -2.9485
117 H 7.2262 2.8829 -2.6882
118 C -1.6894 -0.2701 -9.1606
119 C -2.2931 -0.8992 -7.8945
120 C -1.1171 -1.8332 -7.4412
121 O -0.4011 -2.1691 -8.6398
122 C -0.9527 -1.4335 -9.7429
123 H -0.9611 0.5172 -8.8750
124 H -2.4362 0.2135 -9.7906
125 H -3.1724 -1.4796 -8.0819
126 H -2.5171 -0.2009 -7.0984
127 H -1.5295 -2.7432 -6.9674
128 H -0.4548 -1.3238 -6.7453
129 H -1.6513 -2.0247 -10.3623
130 H -0.0725 -1.1141 -10.3192
131 C 2.6154 6.3704 -4.9381
132 C 2.1809 5.9695 -3.5518
133 C 1.3840 4.6874 -3.7489
134 O 0.8237 4.7860 -5.0837
135 C 1.3844 5.9159 -5.7416
136 H 3.4882 5.7940 -5.2347
137 H 2.7983 7.4341 -5.0951
138 H 1.5556 6.7381 -3.0816
139 H 2.9871 5.7788 -2.8505
140 H 0.6001 4.5414 -3.0349
141 H 2.0672 3.8323 -3.7456
142 H 0.6787 6.7571 -5.7202
143 H 1.6208 5.6391 -6.7664
144 C 7.2834 2.1373 3.0904
145 C 8.5373 2.9477 3.4731
146 C 8.0575 4.4132 3.5052
147 O 6.7653 4.3216 4.0551
148 C 6.1831 3.0536 3.6645
149 H 7.2685 1.1116 3.4357
150 H 7.1863 2.0798 2.0299
151 H 9.4181 2.8143 2.8396
152 H 8.7538 2.6770 4.5227
153 H 8.0250 4.7618 2.4509
154 H 8.7305 5.1175 4.0548
155 H 5.3246 3.1872 2.9727
156 H 5.7958 2.5602 4.5568
157 C 3.0569 5.1739 1.5224
158 C 1.7627 4.3847 1.7744
159 C 1.1017 4.3398 0.4173
160 O 1.3997 5.5915 -0.2240
161 C 2.6226 6.1126 0.3718
162 H 3.7969 4.4445 1.1769
163 H 3.4767 5.7141 2.3637
164 H 1.1401 4.9298 2.4993
165 H 1.9501 3.3969 2.2223
166 H -0.0040 4.2449 0.4358
167 H 1.4869 3.5397 -0.2113
168 H 2.3612 7.0892 0.8013
169 H 3.3787 6.2841 -0.3971
170 C -2.7018 4.7801 2.2384
171 C -2.1316 4.3880 3.5935
172 C -1.6200 2.9972 3.3994
173 O -2.6378 2.3735 2.5914
174 C -3.2836 3.4131 1.8254
175 H -1.8571 5.0912 1.6010
176 H -3.4541 5.5665 2.1870
177 H -2.9232 4.3643 4.3506
178 H -1.3088 5.0214 3.9292
179 H -1.5807 2.4378 4.3248
180 H -0.5929 3.0195 2.9839
181 H -4.3646 3.4458 2.0320
182 H -3.1028 3.1460 0.7650
183 C 3.4163 -3.9599 6.0760
184 C 2.0770 -4.2925 5.3565
185 C 1.2962 -5.0651 6.4518
186 O 2.2015 -5.5763 7.4425
187 C 3.5073 -5.1879 7.0116
188 H 3.3456 -3.0480 6.6462
189 H 4.2612 -3.8716 5.4062
190 H 2.2558 -4.9572 4.5085
191 H 1.5078 -3.4512 4.9894
192 H 0.7097 -5.8834 6.0137
193 H 0.5898 -4.4138 6.9733
194 H 3.9259 -6.0133 6.4018
195 H 4.2011 -4.9714 7.8247
196 C -3.9487 -1.6154 1.9343
197 C -5.3362 -1.8878 2.5107
198 C -5.8360 -2.9887 1.5832
199 O -5.2689 -2.7354 0.3016
200 C -4.1355 -1.8696 0.4496
201 H -3.2382 -2.3498 2.3714
202 H -3.5168 -0.6261 2.0594
203 H -5.9543 -0.9799 2.4229
204 H -5.2507 -2.2508 3.5596
205 H -6.9071 -3.0120 1.4289
206 H -5.4774 -3.9488 1.9848
207 H -4.3581 -0.9450 -0.1114
208 H -3.2753 -2.3471 -0.0424
209 C -2.4538 3.9515 -3.6749
210 C -3.4319 2.9984 -4.3861
211 C -4.1612 2.4080 -3.1816
212 O -3.1879 2.3719 -2.1152
213 C -2.0889 3.1865 -2.4043
214 H -2.9951 4.8589 -3.3678
215 H -1.5950 4.2628 -4.2897
216 H -2.8979 2.2129 -4.9237
217 H -4.1025 3.5080 -5.0637
218 H -4.5260 1.3942 -3.3936
219 H -5.0042 3.0293 -2.8985
220 H -1.1605 2.6054 -2.5636
221 H -1.9327 3.8906 -1.5477
222 C 3.4407 -2.5958 -0.9135
223 C 4.2058 -1.3627 -1.4642
224 C 5.6626 -1.8381 -1.3964
225 O 5.6905 -3.0677 -0.6563
226 C 4.4514 -3.3458 -0.0807
227 H 3.3011 -3.2324 -1.7802
228 H 2.4702 -2.3729 -0.4710
229 H 3.9231 -0.5181 -0.8217
230 H 3.9212 -1.0889 -2.4979
231 H 6.3253 -1.0960 -0.9442
232 H 5.9723 -2.1325 -2.4165
233 H 4.4567 -2.9365 0.9415
234 H 4.2554 -4.4295 -0.0239
235 C -4.4175 -5.7708 -0.9782
236 C -5.4994 -6.2690 -0.0159
237 C -4.7259 -6.6208 1.2779
238 O -3.5646 -5.8004 1.2358
239 C -3.1592 -5.6348 -0.0832
240 H -4.6695 -4.7825 -1.3712
241 H -4.3061 -6.4583 -1.8271
242 H -6.0592 -7.1157 -0.4421
243 H -6.2749 -5.5171 0.2026
244 H -4.4735 -7.6897 1.4007
245 H -5.3431 -6.3076 2.1391
246 H -2.4055 -6.3716 -0.3877
247 H -2.6975 -4.6614 -0.1561
248 C 0.7879 0.5966 0.6022
249 C 0.7991 0.5826 -0.9556
250 C -0.3835 -0.3194 -1.2787
251 O -0.6208 -1.0725 -0.0851
252 C -0.4829 -0.1948 1.0030
253 H 0.7735 1.6389 0.9213
254 H 1.6833 0.0776 0.9041
255 H 1.6874 0.1588 -1.3938
256 H 0.7794 1.5976 -1.3268
257 H -0.1528 -1.1190 -1.9771
258 H -1.2599 0.2558 -1.6043
259 H -0.2298 -0.7988 1.8802
260 H -1.3986 0.4207 1.1677
261 C -7.4464 1.0535 4.2577
262 C -6.4123 2.1952 4.0894
263 C -5.0837 1.5100 4.3210
264 O -5.3429 0.3425 5.0153
265 C -6.7612 0.2084 5.3170
266 H -7.5346 0.5439 3.2717
267 H -8.4522 1.3496 4.6020
268 H -6.5462 2.9566 4.8668
269 H -6.4828 2.7000 3.1152
270 H -4.3465 2.0749 4.9078
271 H -4.5872 1.2721 3.3467
272 H -6.9886 0.6726 6.2910
273 H -7.0934 -0.8251 5.3764
274 C -0.2472 -5.7221 2.3552
275 C -0.5085 -4.2134 2.2799
276 C 0.8720 -3.6849 1.7460
277 O 1.3615 -4.7149 0.8735
278 C 0.6306 -5.9303 1.1010
279 H -1.1097 -6.3905 2.3882
280 H 0.3536 -5.9462 3.2436
281 H -0.7397 -3.7047 3.2239
282 H -1.2934 -4.1210 1.5323
283 H 1.5480 -3.5257 2.5949
284 H 0.6644 -2.7609 1.2221
285 H 1.3914 -6.6958 1.2593
286 H -0.0501 -6.2139 0.2997